(1)
{
  "formula": "C28H52P2V",
  "method": "wB97M-V/def2-TZVPD",
  "spin_multiplicity": 3,
  "s2": 2.0351,
  "total_charge": 1,
  "relative_energy_kcal_mol": 0.0,
  "elements": ["V", "P", "P", "C", "C", "C", "C", "C", "C", "C", "C", "C", "C", "C", "C", "C", "C", "C", "C", "C", "C", "C", "C", "C", "C", "C", "C", "C", "C", "C", "C", "H", "H", "H", "H", "H", "H", "H", "H", "H", "H", "H", "H", "H", "H", "H", "H", "H", "H", "H", "H", "H", "H", "H", "H", "H", "H", "H", "H", "H", "H", "H", "H", "H", "H", "H", "H", "H", "H", "H", "H", "H", "H", "H", "H", "H", "H", "H", "H", "H", "H", "H", "H"],
  "xyz": [[0.140, -0.317, 1.527], [-1.048, -0.227, -0.551], [1.944, 0.972, 0.283], [-0.800, -1.570, -5.193], [0.560, 1.920, -4.640], [1.356, -0.439, -4.218], [2.911, 2.254, 1.139], [3.098, -1.359, 2.567], [0.820, -2.331, 1.759], [1.402, -3.291, 0.777], [1.607, -1.461, 2.585], [1.459, 0.891, -4.027], [-0.637, -1.822, -1.346], [3.151, 0.030, -0.707], [-0.219, 1.108, -1.540], [-1.770, -1.144, 4.192], [-1.450, 2.567, 4.432], [-0.594, -1.326, 3.300], [0.735, -0.843, 3.537], [-1.613, -0.817, -4.188], [-2.967, 1.665, 2.592], [0.654, -1.063, -5.393], [-0.900, 1.488, -4.950], [0.960, 1.904, -0.976], [-0.552, -2.226, 2.179], [1.158, 0.071, 4.633], [-1.598, 0.522, -4.044], [-1.677, 2.410, 2.924], [-2.820, 0.078, -0.791], [-1.729, -2.987, 1.666], [-0.471, 1.802, 2.190], [0.470, 2.186, 2.626], [2.698, -0.864, -1.151], [-1.291, -1.541, -6.187], [1.964, -4.080, 1.305], [-2.563, -2.313, 1.409], [0.535, 2.806, -3.983], [-2.285, 0.997, -3.333], [3.545, 0.664, -1.509], [2.215, 0.337, 4.521], [3.510, -1.871, 1.692], [-1.498, 2.413, -4.893], [3.981, -0.287, -0.062], [-0.551, 2.088, 1.127], [-2.099, -3.688, 2.428], [3.399, 1.811, 2.017], [2.255, 3.067, 1.479], [1.020, -0.404, 5.614], [3.674, 2.659, 0.460], [-3.804, 2.023, 3.208], [-1.609, -1.647, 5.164], [-3.373, -0.603, -0.134], [3.519, -1.827, 3.469], [0.106, 0.534, -2.410], [2.114, -2.787, 0.109], [2.313, 1.303, -3.476], [-0.994, 1.800, -1.899], [-3.235, 1.800, 1.539], [1.654, 2.169, -1.789], [0.987, 2.271, -5.596], [-1.952, -0.087, 4.416], [0.400, -2.115, -1.142], [-1.793, 3.440, 2.528], [1.254, -1.945, -5.672], [-2.248, 3.180, 4.874], [1.941, -1.146, -3.613], [-3.123, -0.098, -1.828], [-0.494, 3.069, 4.630], [0.665, -0.379, -6.255], [-2.682, -1.560, 3.748], [-2.861, 0.586, 2.770], [3.432, -0.313, 2.551], [-0.949, 1.138, -5.992], [-1.464, -3.571, 0.779], [0.585, 1.002, 4.621], [0.625, -3.782, 0.184], [0.612, 2.848, -0.524], [-0.757, -1.786, -2.434], [-0.765, -2.639, -4.913], [-2.366, -1.430, -3.683], [-1.456, 1.604, 4.960], [-1.308, -2.600, -0.955], [-3.064, 1.112, -0.513]]
}

(2)
{
  "formula": "C2H2ClN",
  "method": "wB97M-V/def2-TZVPD",
  "total_charge": 0,
  "relative_energy_kcal_mol": 72.8,
  "elements": ["Cl", "N", "C", "C", "H", "H"],
  "xyz": [[2.371, 0.144, -0.124], [0.784, -0.710, 0.254], [-0.319, -0.012, 0.122], [-1.183, 0.800, 0.110], [-2.222, 1.127, 0.175], [0.570, -1.349, -0.536]]
}

(3)
{
  "formula": "C5H8N",
  "method": "wB97M-V/def2-TZVPD",
  "total_charge": 1,
  "relative_energy_kcal_mol": 92.1,
  "elements": ["N", "C", "C", "C", "C", "C", "H", "H", "H", "H", "H", "H", "H", "H"],
  "xyz": [[-0.059, 0.335, -0.023], [-2.530, -0.696, 0.005], [2.773, 0.082, 0.006], [-0.894, 1.467, 0.007], [-1.481, 0.287, -0.009], [1.126, -0.229, -0.023], [-3.496, -0.213, 0.134], [-0.835, 2.529, 0.029], [-2.535, -1.259, -0.931], [3.021, 0.772, -0.793], [-2.361, -1.407, 0.816], [1.023, -1.312, -0.059], [3.237, -0.881, -0.126], [3.012, 0.525, 0.967]]
}

(4)
{
  "formula": "C33H46As3ClIN6O5STi",
  "method": "wB97M-V/def2-TZVPD",
  "spin_multiplicity": 3,
  "s2": 2.0256,
  "total_charge": -1,
  "relative_energy_kcal_mol": 18.0,
  "elements": ["I", "As", "As", "As", "Ti", "Cl", "S", "O", "O", "O", "O", "O", "N", "N", "N", "N", "N", "N", "C", "C", "C", "C", "C", "C", "C", "C", "C", "C", "C", "C", "C", "C", "C", "C", "C", "C", "C", "C", "C", "C", "C", "C", "C", "C", "C", "C", "C", "C", "C", "C", "C", "H", "H", "H", "H", "H", "H", "H", "H", "H", "H", "H", "H", "H", "H", "H", "H", "H", "H", "H", "H", "H", "H", "H", "H", "H", "H", "H", "H", "H", "H", "H", "H", "H", "H", "H", "H", "H", "H", "H", "H", "H", "H", "H", "H", "H", "H"],
  "xyz": [[-1.483, 2.931, 3.347], [-2.348, 0.080, 1.038], [0.280, -2.392, 1.190], [-2.910, -3.573, -3.055], [1.165, 1.071, 1.346], [2.614, -2.480, -7.357], [2.927, 2.359, 2.863], [0.244, 0.629, -0.497], [0.150, 1.616, -3.952], [-0.157, -0.380, 4.846], [0.865, 0.312, 3.016], [1.901, 1.276, -1.861], [4.962, -0.387, 1.607], [3.766, 1.006, 0.389], [5.993, 1.616, 0.871], [4.931, 0.706, 0.867], [2.956, 0.064, 0.801], [0.499, 3.016, 1.080], [0.512, -1.083, -6.373], [-2.535, -2.748, -0.033], [-4.139, 0.077, 1.852], [-0.087, -0.120, -5.567], [-2.709, 1.647, -0.096], [1.516, 1.305, 5.097], [1.316, 5.086, 0.087], [2.923, 2.970, 6.822], [-1.052, -2.996, -3.292], [-3.775, -1.878, -3.530], [-1.560, 0.162, -5.657], [-0.342, 1.194, -2.697], [1.605, -3.815, 0.883], [0.383, 5.863, 0.798], [1.355, 3.735, 0.242], [0.729, 1.013, -1.627], [3.700, -0.772, 1.556], [-3.254, -3.046, 1.287], [-1.087, -3.253, 0.055], [-3.257, -3.594, -1.106], [1.273, 1.293, 6.475], [-2.659, -1.259, -0.383], [-0.339, 3.814, 1.830], [2.485, 2.171, 4.554], [2.691, -0.483, -5.526], [2.105, 0.473, -4.711], [-0.430, 5.174, 1.709], [0.666, 0.341, 4.314], [-0.266, -3.041, 2.953], [3.172, 2.995, 5.469], [0.727, 0.635, -4.718], [1.883, -1.259, -6.338], [1.960, 2.110, 7.347], [1.753, 2.083, 8.409], [-2.815, -2.513, 2.131], [-0.696, -4.041, 2.868], [3.478, 3.630, 7.479], [-1.786, 2.198, -0.267], [-1.009, 1.985, -2.350], [2.686, 1.082, -4.036], [-0.910, -2.847, -4.364], [3.914, 3.675, 5.070], [-2.103, -0.218, -4.788], [-4.902, -0.131, 1.098], [-4.217, -0.652, 2.656], [-4.815, -1.922, -3.206], [-4.328, -3.356, -1.079], [1.115, -4.789, 0.824], [-3.203, -4.114, 1.513], [-0.637, -3.239, -0.940], [5.732, 2.271, 1.614], [-3.185, -4.648, -0.819], [-1.112, -4.301, 0.377], [-0.938, 0.280, -2.792], [0.513, 0.612, 6.833], [-3.140, 1.335, -1.050], [5.939, 2.103, -0.019], [-3.663, -1.056, -0.769], [-0.369, -3.781, -2.971], [2.082, 3.143, -0.302], [3.301, -1.631, 2.062], [-4.307, -2.761, 1.227], [2.309, -3.834, 1.716], [-3.297, -1.016, -3.069], [-1.743, 1.235, -5.700], [-3.757, -1.766, -4.614], [-1.944, -0.999, -1.168], [0.618, -3.074, 3.591], [3.762, -0.631, -5.524], [2.160, -3.632, -0.037], [-3.417, 2.291, 0.425], [-1.990, -0.302, -6.545], [-1.130, 5.706, 2.338], [-0.808, -2.073, -2.770], [0.315, 6.934, 0.682], [-0.090, -1.683, -7.042], [-0.957, -2.345, 3.424], [2.025, 5.539, -0.594], [-4.303, 1.071, 2.268]]
}

(5)
{
  "formula": "C16H42AlNO5P2Si",
  "method": "wB97M-V/def2-TZVPD",
  "total_charge": 2,
  "elements": ["P", "P", "Si", "Al", "O", "O", "O", "O", "O", "N", "C", "C", "C", "C", "C", "C", "C", "C", "C", "C", "C", "C", "C", "C", "C", "C", "H", "H", "H", "H", "H", "H", "H", "H", "H", "H", "H", "H", "H", "H", "H", "H", "H", "H", "H", "H", "H", "H", "H", "H", "H", "H", "H", "H", "H", "H", "H", "H", "H", "H", "H", "H", "H", "H", "H", "H", "H", "H"],
  "xyz": [[-0.173, 0.848, 0.949], [0.930, 0.399, 3.108], [-2.236, -1.908, -2.499], [-5.681, 3.654, 0.206], [1.819, 2.701, 1.165], [3.994, -0.950, 0.893], [-1.933, -0.435, -1.736], [-0.453, -0.816, 0.877], [4.377, 2.258, 0.190], [2.395, 0.010, 3.013], [-4.216, 1.230, 0.777], [-2.962, -1.642, -4.187], [2.804, -3.020, 0.261], [0.504, 2.746, 1.416], [3.428, 2.870, -0.654], [-0.701, 0.254, -1.800], [-3.036, 0.350, 1.281], [-0.706, -2.964, -2.608], [-3.614, -0.580, 2.378], [4.956, 1.011, -0.211], [2.472, 3.615, 0.254], [4.004, -0.178, -0.312], [-1.854, 1.192, 1.845], [4.100, -2.364, 0.713], [-3.500, -2.760, -1.415], [-0.739, 1.381, -0.771], [-0.846, -1.233, 1.658], [-3.489, -2.304, -0.408], [4.414, -2.760, 1.690], [1.137, 0.586, 0.423], [-0.088, 3.448, 0.807], [-0.984, -4.025, -2.541], [1.747, 4.198, -0.335], [-0.146, -2.786, -3.539], [3.873, 3.607, -1.349], [3.055, 4.282, 0.908], [-3.225, -3.816, -1.271], [-3.012, -2.614, -4.701], [5.700, 0.787, 0.565], [2.889, 2.134, -1.279], [-2.864, -0.873, 3.125], [-0.012, 2.154, -1.073], [4.298, -0.792, -1.181], [-2.373, -0.944, -4.801], [4.911, -2.583, -0.003], [0.302, 2.914, 2.490], [-5.117, 0.602, 0.714], [3.001, -0.096, 2.184], [2.071, -3.068, 1.078], [-0.559, 0.717, -2.793], [-1.727, 0.934, 2.915], [-0.010, -2.757, -1.779], [-4.079, -1.477, 1.942], [-2.038, 2.276, 1.819], [5.494, 1.120, -1.168], [-3.982, -1.236, -4.092], [0.744, 1.521, 3.942], [-4.000, 1.616, -0.240], [-4.385, 2.051, 1.504], [-4.520, -2.695, -1.814], [3.000, -4.047, -0.082], [-2.728, -0.222, 0.400], [2.358, -2.474, -0.585], [0.172, -0.396, -1.625], [-1.724, 1.861, -0.767], [0.183, -0.634, 3.711], [2.989, 0.183, -0.515], [-4.409, -0.061, 2.939]]
}

Number 1: total energy -74137.7561 eV. Number 2: total energy -16114.9274 eV. Number 3: total energy -6794.0944 eV. Number 4: total energy -291237.0247 eV. Number 5: total energy -62032.5448 eV.